Entry 1:
14
Properties=species:S:1:pos:R:3:forces:R:3:nbo_charge:R:1 method="wB97M-V/def2-TZVPD" fmax_ha_per_bohr=0.1175 charge=0 de_lowest_kcal_mol=82.91 homo_ev="-9.58 / -9.53"
C 1.8414 0.1560 -1.5910 0.5 -3.3 5.1 0.00
C 2.1530 -1.4590 0.7275 1.1 -0.5 0.8 0.16
C -0.9180 0.4901 0.4548 -1.9 -1.9 -1.9 0.07
C -0.0505 -0.5667 0.4303 -0.8 0.2 -0.8 -0.35
C -2.3066 0.5147 -0.2718 1.5 -0.6 0.5 -0.68
C 1.2945 -0.3206 0.8105 1.1 0.2 -2.2 -0.05
N 1.6876 0.8627 -2.4488 -0.7 3.1 -3.9 -0.54
N 2.8583 -2.3701 0.8427 -0.7 0.6 -0.2 -0.20
I 2.2074 1.4871 1.4825 -0.7 -1.1 0.0 0.37
H -0.7321 1.3857 0.9935 0.7 0.6 0.4 0.21
H -0.2023 -1.5728 -0.1530 0.0 2.2 1.3 0.28
H -2.9514 0.9355 0.5401 -0.1 0.2 -1.5 0.24
H -2.2378 0.9656 -1.3373 -0.2 0.1 2.1 0.27
H -2.6437 -0.5081 -0.4799 0.1 0.1 0.2 0.23


Entry 2:
26
Properties=species:S:1:pos:R:3:forces:R:3:nbo_charge:R:1 method="wB97M-V/def2-TZVPD" fmax_ha_per_bohr=0.0518 charge=-1 spin_multiplicity=3 de_lowest_kcal_mol=0.00 homo_ev="-4.16 / -4.12"
C 2.2216 -1.9142 1.1944 0.4 0.8 -0.5 -0.30
C 2.7327 -0.6036 1.4452 -0.7 -0.2 -0.5 -0.31
C 2.7456 0.0997 0.2079 0.2 -0.2 -0.3 -0.35
H 3.0889 -0.1942 2.3982 -0.4 -0.2 -0.4 0.20
C 2.3630 -0.8033 -0.8392 -0.2 0.1 0.7 -0.38
C 2.0057 -2.0366 -0.2102 0.2 0.6 0.3 -0.36
H 1.6343 -2.9136 -0.7191 0.0 -0.1 0.0 0.23
H 2.1249 -2.7049 1.9318 -0.2 0.2 -0.2 0.21
H 3.0860 1.1341 0.0780 -0.1 -0.5 0.0 0.21
H 2.3654 -0.6107 -1.9197 -0.1 0.0 0.6 0.24
Pr -0.3513 -0.3237 -0.0790 1.8 0.1 -0.1 1.04
Cl -1.4875 -2.3027 1.0342 -0.6 -0.9 0.6 -0.46
C -2.6253 0.9859 0.5012 0.3 0.8 0.1 -0.34
C -2.0497 1.7004 -0.5946 0.1 0.2 0.6 -0.31
C -0.8840 2.3848 -0.1158 -0.7 -0.1 0.3 -0.36
H -2.4189 1.6953 -1.6211 0.2 0.1 0.5 0.24
C -0.7766 2.1365 1.2921 -0.5 -0.2 -0.4 -0.31
C -1.8460 1.2643 1.6703 0.0 0.5 -0.6 -0.32
H -2.0878 0.9411 2.6870 0.3 0.0 -0.5 0.23
H -3.5081 0.3442 0.4585 0.4 0.2 0.0 0.24
H -0.2343 3.0366 -0.7106 -0.3 -0.3 0.3 0.23
H -0.0734 2.6215 1.9772 -0.2 -0.4 -0.4 0.23
Cl -0.2485 -1.3646 -3.2126 1.7 -0.8 -1.5 0.00
C -1.5246 -0.8041 -2.2307 -1.8 0.9 1.7 -0.91
H -2.1642 -0.1016 -2.7874 0.2 -0.5 0.1 0.19
H -2.0878 -1.6667 -1.8359 -0.1 0.2 -0.5 0.22


Entry 3:
60
Properties=species:S:1:pos:R:3:forces:R:3:nbo_charge:R:1 method="wB97M-V/def2-TZVPD" fmax_ha_per_bohr=0.1076 charge=+1 spin_multiplicity=4 homo_ev="-12.19 / -12.14"
Pt 7.2630 18.3574 -3.1169 -0.9 -1.9 1.2 1.63
C 4.9792 16.1587 -1.3144 0.7 0.6 0.6 0.32
O 5.7122 15.1663 -0.6879 1.9 -0.4 -0.9 -0.54
O 5.8875 17.1826 -1.7636 -0.7 -0.4 -0.3 -0.83
C 3.9528 15.5045 -2.2885 0.2 0.2 -1.0 0.93
F 3.1793 16.3921 -2.9022 0.0 1.4 -0.5 -0.33
F 4.5415 14.7934 -3.2823 0.1 0.1 0.7 -0.33
F 3.0646 14.7301 -1.6637 0.5 -0.5 0.5 -0.31
C 5.1009 14.1726 0.0872 -0.6 -1.2 1.8 -0.07
C 6.1388 13.3157 0.8186 1.2 -0.1 -0.8 -0.63
H 5.8646 12.6202 1.6118 -1.1 0.3 -0.1 0.23
H 6.5827 12.6511 0.0775 0.5 0.2 0.0 0.21
H 6.9156 13.9174 1.2905 0.1 0.2 -0.3 0.21
H 4.4946 13.4848 -0.5022 -0.1 0.3 -0.1 0.18
H 4.4978 14.6074 0.8842 -0.5 0.4 -0.2 0.17
H 4.4425 16.6282 -0.4900 -0.9 0.4 -0.2 0.16
B 8.9498 16.8378 -3.7133 1.4 -0.7 -1.3 -0.70
H 9.5073 16.0062 -3.3109 1.6 -2.7 2.1 0.08
H 9.3059 16.9897 -4.7205 0.9 0.7 -3.6 0.02
H 7.8951 16.6163 -3.7650 -5.5 -0.9 0.0 0.06
H 9.1420 17.7031 -3.0981 0.7 4.1 3.1 0.05
C 8.2339 17.8206 1.1455 -0.9 0.8 -0.9 -0.09
C 8.6846 17.7851 -0.3000 1.4 -1.4 0.4 -0.12
O 8.2462 18.8859 -1.0814 0.2 0.5 0.3 -0.76
O 6.8223 17.8825 1.1015 -0.1 -0.4 0.5 -0.72
H 8.5079 18.7386 1.6653 0.7 0.1 0.0 0.18
H 8.6675 16.9746 1.6789 -0.2 -0.2 0.0 0.19
H 8.3155 16.9305 -0.8671 -0.3 -0.3 0.6 0.22
H 9.7650 17.6407 -0.3082 0.3 0.5 -0.3 0.19
H 8.5129 19.6823 -0.6165 -0.2 0.5 -0.1 0.51
H 6.6385 17.6529 0.1877 -1.0 -0.3 -0.2 0.48
C 5.1112 18.0022 -5.4735 -0.9 -0.2 0.8 -0.25
O 6.4210 18.4761 -5.1865 0.1 0.3 -1.2 -0.75
H 4.7319 18.4311 -6.4011 0.0 0.1 0.1 0.20
H 5.1088 16.9144 -5.5433 -0.1 0.1 0.2 0.21
H 4.5523 18.3709 -4.6134 -0.7 -0.5 -0.3 0.18
H 6.7582 18.6906 -6.0594 1.0 0.1 0.2 0.51
C 9.3698 19.6768 -5.0148 1.2 0.1 -0.5 -0.26
O 8.4724 19.9648 -3.9399 -0.2 1.2 -0.7 -0.74
H 9.5609 20.5842 -5.5876 -0.1 0.1 0.0 0.20
H 10.2757 19.3966 -4.4774 0.3 -0.5 -0.8 0.20
H 9.0323 18.8928 -5.6928 -0.1 0.0 0.5 0.21
H 9.0553 20.5165 -3.4133 -0.5 0.2 0.9 0.51
C 5.9112 22.0745 -3.9034 0.3 1.0 -0.1 -0.64
C 5.9239 21.4621 -2.5293 0.5 0.4 0.6 -0.08
C 5.0188 22.1794 -1.5662 -0.9 -0.3 0.8 -0.07
O 5.2912 21.6987 -0.2508 0.3 -0.3 -0.4 -0.55
C 4.3722 22.2643 0.6811 -0.1 0.3 -0.8 -0.25
N 5.6237 20.0261 -2.6003 -0.1 -0.1 0.1 -0.83
H 6.4492 21.4796 -4.6416 0.0 0.1 0.1 0.22
H 6.3517 23.0685 -3.8267 0.4 -0.1 -0.2 0.24
H 4.9242 22.3346 -4.2858 -0.4 -0.6 0.1 0.23
H 6.8597 21.5786 -1.9826 0.7 -0.2 -0.6 0.19
H 3.9716 21.9868 -1.7997 -0.4 -0.2 -0.2 0.17
H 5.1084 23.2643 -1.6220 0.4 0.2 0.0 0.19
H 3.3691 22.0176 0.3334 -0.3 0.1 0.3 0.17
H 4.5183 23.3416 0.6028 -0.3 0.2 0.5 0.17
H 4.5018 21.9134 1.7049 0.4 -0.1 -0.3 0.21
H 4.7875 20.0001 -3.1662 -0.2 -0.5 -0.6 0.38
H 5.2662 19.7558 -1.6952 0.3 -0.5 0.6 0.42


Entry 4:
17
Properties=species:S:1:pos:R:3:forces:R:3:nbo_charge:R:1 method="wB97M-V/def2-TZVPD" fmax_ha_per_bohr=0.0528 charge=0 de_lowest_kcal_mol=1.52 homo_ev=-9.08
C -0.3738 2.6661 0.5356 -1.1 0.7 -0.9 -0.90
P 1.1929 2.3344 0.6536 2.5 -0.2 -0.9 0.73
C 1.3750 0.5393 1.1959 -0.9 0.5 1.0 -1.15
P 0.0264 -0.6466 0.6596 2.0 0.5 -1.7 2.13
O 0.3516 -2.0117 1.0824 0.2 -0.2 0.0 -1.07
O -1.3713 -0.1275 1.1514 -0.7 0.6 0.5 -0.98
C -0.3025 -0.3899 -1.1765 -1.4 0.2 1.4 -0.94
S -1.3220 -1.8409 -1.5872 0.2 -0.8 -0.6 0.14
S -0.2407 -2.8054 -3.0628 -0.5 0.7 -0.7 -0.14
H -0.7684 3.4881 -0.0730 0.4 0.1 0.8 0.24
H -1.0840 2.0049 0.9208 -1.3 -0.8 0.2 0.22
H 1.3906 0.6869 2.3184 -0.1 -0.8 -0.9 0.27
H 2.3742 0.1322 0.9118 -0.8 0.4 0.1 0.28
H -1.3439 -0.2166 2.1006 -0.7 -0.1 0.9 0.50
H -0.9980 0.4947 -1.4317 1.8 -1.1 0.5 0.27
H 0.6514 -0.4835 -1.6566 0.3 0.4 -0.7 0.26
H 0.4425 -3.8244 -2.5424 0.0 -0.1 0.9 0.13